Here is a single C4H5F2NS molecule in a non-equilibrium geometry from OMol25. Energies are from wB97M-V/def2-TZVPD.

The geometry in ORCA input format:
```
! wB97M-V def2-TZVPD RIJCOSX def2/J DEFGRID3
* xyz 0 1
S 1.70017 0.49994 -1.05766
F 0.71381 2.22703 0.80281
F 2.49980 -1.81381 -0.00202
N -0.51036 0.41518 0.47679
C -1.46963 -0.25882 -0.40185
C 0.57111 -0.82163 0.90249
C 0.30781 1.32987 -0.12558
C 1.58840 -0.83584 0.05778
H -0.32556 1.99740 -0.86533
H -1.10540 -0.93891 -1.26416
H -2.15913 0.63053 -0.60554
H -2.01864 -1.10513 0.27531
H 0.20762 -1.32580 1.80697
*
```

The lowest unoccupied orbital energy comes out at 0.754 eV. As for the SMILES: CN1C=C(F)S[C@@H]1F. As for the strongest force on any atom: 0.11968 hartree/bohr. For the orbital gap, the calculation gives 9.892 eV. The energy above the lowest of the compared OMol25 structures with the same formula, charge and spin is 50.8 kcal per mole.


Here is a 2-piece molecular cluster, C4H5F4O2S overall in a non-equilibrium geometry from OMol25. Energies are from wB97M-V/def2-TZVPD.

The geometry in ORCA input format:
```
! wB97M-V def2-TZVPD RIJCOSX def2/J DEFGRID3
* xyz -1 1
S 1.26340 1.40103 2.22421
F 1.58139 2.26971 -0.26584
F 2.97326 0.73809 0.30877
F 0.14023 -2.04627 -2.06495
F -0.08311 -0.14015 -3.10920
O -0.11520 1.89715 2.22766
O 1.43417 0.09516 2.86777
C -0.03365 -0.70157 -1.85687
C -1.20476 -0.35159 -0.98955
C 1.66456 1.08748 0.39716
C -1.08423 -0.96407 0.39949
H -1.86797 -0.57498 1.04711
H -1.16909 -2.04930 0.35288
H -0.12103 -0.70833 0.83787
H -2.14409 -0.68903 -1.46125
H -1.23388 0.73666 -0.91526
*
```

The lowest unoccupied orbital energy (spin up / spin down) comes out at 3.077 / 3.419 eV. As for the strongest force on any atom: 0.02764 hartree/bohr. For the orbital gap (spin up / spin down), the calculation gives 6.535 / 7.843 eV. The energy above the lowest of the compared OMol25 structures with the same formula, charge and spin is 51.7 kcal per mole.


Here is an isolated ion of composition C4H5F6N2S and charge +1 in a non-equilibrium geometry from OMol25. Energies are from wB97M-V/def2-TZVPD.

The geometry in ORCA input format:
```
! wB97M-V def2-TZVPD RIJCOSX def2/J DEFGRID3
* xyz 1 1
S -3.19481 0.47870 -1.29332
F 0.49146 2.42641 1.38760
F -4.01677 0.62369 1.19092
F -0.14288 3.56114 -0.45319
F -3.15024 -1.31659 0.72384
F 1.44106 2.17505 -0.56014
F -5.08276 -0.68962 -0.15594
N -1.90744 1.54903 -0.69723
N -0.32773 -0.07759 0.10868
C -3.88681 -0.29142 0.27475
C 0.89324 -0.51543 0.84030
C -0.64151 1.13986 -0.29812
C 0.26384 2.36063 0.03746
H 1.08369 0.11730 1.72258
H 0.97424 -1.51954 1.23644
H 1.64639 -0.43290 0.13030
H -1.98336 2.44572 -1.11324
H -0.92193 -0.87409 -0.21203
*
```

The lowest unoccupied orbital energy comes out at -5.073 eV. As for the SMILES: CN/C(=[NH+]\SC(F)(F)F)C(F)(F)F. As for the strongest force on any atom: 0.06521 hartree/bohr. For the orbital gap, the calculation gives 9.739 eV. The energy above the lowest of the compared OMol25 structures with the same formula, charge and spin is 0.0 kcal per mole.


Here is a single C4H5FN2 molecule in a non-equilibrium geometry from OMol25. Energies are from wB97M-V/def2-TZVPD.

The geometry in ORCA input format:
```
! wB97M-V def2-TZVPD RIJCOSX def2/J DEFGRID3
* xyz 0 1
F 1.91552 -1.39527 -0.13845
N -1.19248 0.46019 -1.05351
N -0.68412 1.03225 1.18006
C -1.05877 1.43008 -0.02809
C -0.05903 -0.31287 0.97777
C -0.38996 -0.69459 -0.49731
C 1.03834 -0.30968 -0.07926
H 0.08759 -0.96512 1.83966
H -0.90703 0.91334 -2.02305
H 1.53495 0.58274 -0.39550
H -1.39184 2.50054 -0.23476
H -0.61062 -1.59882 -1.06481
*
```

The lowest unoccupied orbital energy comes out at 0.873 eV. As for the SMILES: F[C@@H]1[C@H]2N=CN[C@@H]12. As for the strongest force on any atom: 0.06098 hartree/bohr. For the orbital gap, the calculation gives 9.863 eV. The energy above the lowest of the compared OMol25 structures with the same formula, charge and spin is 55.8 kcal per mole.


Here is a 2-piece molecular cluster, C4H5FN2 overall in a non-equilibrium geometry from OMol25. Energies are from wB97M-V/def2-TZVPD.

The geometry in ORCA input format:
```
! wB97M-V def2-TZVPD RIJCOSX def2/J DEFGRID3
* xyz 0 1
F -2.47492 -2.30101 -0.27841
N -4.33132 1.32200 0.72202
N -4.25419 1.18458 -0.36368
C 0.18326 -0.04920 0.70343
C -0.70144 -0.84863 -0.25008
C -0.69538 0.72967 -0.31551
C -1.96671 -1.22391 0.35307
H -0.08537 0.13078 1.79617
H -0.07720 0.93861 -1.18566
H 1.26381 -0.00244 0.54519
H -1.36026 1.37005 0.20091
H -0.10704 -1.55113 -0.91199
*
```

The lowest unoccupied orbital energy comes out at 0.529 eV. As for the strongest force on any atom: 0.08435 hartree/bohr. For the orbital gap, the calculation gives 9.613 eV. The energy above the lowest of the compared OMol25 structures with the same formula, charge and spin is 81.9 kcal per mole.


Here is a single C4H5FN2S molecule in a non-equilibrium geometry from OMol25. Energies are from wB97M-V/def2-TZVPD.

The geometry in ORCA input format:
```
! wB97M-V def2-TZVPD RIJCOSX def2/J DEFGRID3
* xyz 0 1
S -1.53715 0.45761 -0.54204
F 0.57010 -1.84444 -0.75002
N 0.69345 1.80089 -0.33201
N 3.31668 0.00234 0.10068
C 0.96545 -0.54922 -0.36783
C -1.99396 -0.91311 0.44241
C 0.21075 0.51611 -0.18593
C 2.25335 -0.53165 -0.11061
H -2.09089 -0.47097 1.63069
H 0.02955 2.56105 0.14428
H -1.09159 -1.76166 0.46112
H 1.72020 1.91517 -0.36857
H -3.04594 -1.18213 -0.12216
*
```

The lowest unoccupied orbital energy comes out at 0.222 eV. As for the SMILES: CS/C(N)=C(\F)C#N. As for the strongest force on any atom: 0.20471 hartree/bohr. For the orbital gap, the calculation gives 8.961 eV. The energy above the lowest of the compared OMol25 structures with the same formula, charge and spin is 80.6 kcal per mole.


Here is a single C4H5FO molecule in a non-equilibrium geometry from OMol25. Energies are from wB97M-V/def2-TZVPD.

The geometry in ORCA input format:
```
! wB97M-V def2-TZVPD RIJCOSX def2/J DEFGRID3
* xyz 0 1
F 2.06580 -1.03261 -0.15603
O 2.25315 1.25153 -0.09151
C -2.24652 -0.37128 -0.23841
C -0.90180 -0.07805 -0.00631
C 1.66548 0.15054 0.52656
C 0.18710 0.17112 0.41884
H 2.20691 0.04555 1.44573
H 2.78748 1.07862 -0.83954
H -2.39658 -1.17678 -0.90994
H -2.80493 0.35089 -0.77079
H -2.81609 -0.38953 0.62140
*
```

The lowest unoccupied orbital energy comes out at 0.933 eV. As for the SMILES: CC#C[C@H](O)F. As for the strongest force on any atom: 0.04943 hartree/bohr. For the orbital gap, the calculation gives 11.046 eV. The energy above the lowest of the compared OMol25 structures with the same formula, charge and spin is 39.4 kcal per mole.


Here is a single C4H5FO3 molecule in a non-equilibrium geometry from OMol25. Energies are from wB97M-V/def2-TZVPD.

The geometry in ORCA input format:
```
! wB97M-V def2-TZVPD RIJCOSX def2/J DEFGRID3
* xyz 0 1
F 1.45843 -1.69096 0.23855
O -1.04108 0.67413 -1.77413
O 1.03803 -0.35578 -1.93750
O -0.92786 0.96410 2.25793
C -0.15499 0.03599 0.24922
C -0.10670 0.08583 -1.17500
C 0.73062 -0.73403 0.93432
C -1.03017 1.07559 0.84874
H 1.57852 -1.02355 -1.44713
H -1.95656 1.11030 2.55311
H -0.67159 2.10669 0.62606
H 0.77270 -0.89920 2.02687
H -2.03421 0.88448 0.58007
*
```

The lowest unoccupied orbital energy comes out at -0.081 eV. As for the SMILES: O=C(O)/C(=C\F)CO. As for the strongest force on any atom: 0.10671 hartree/bohr. For the orbital gap, the calculation gives 10.417 eV. The energy above the lowest of the compared OMol25 structures with the same formula, charge and spin is 22.1 kcal per mole.


Here is a single C4H5FOS molecule in a non-equilibrium geometry from OMol25. Energies are from wB97M-V/def2-TZVPD.

The geometry in ORCA input format:
```
! wB97M-V def2-TZVPD RIJCOSX def2/J DEFGRID3
* xyz 0 1
S 2.28642 -1.12000 -0.39311
F -1.01383 -1.54598 0.08525
O 1.91258 1.50667 -0.30348
C 1.46500 0.42602 0.04620
C -0.84728 -0.17619 -0.04024
C -1.69795 0.44960 -0.81113
C 0.23000 0.30446 0.89854
H 0.48958 -0.49519 1.57745
H 0.03446 1.25386 1.38873
H -2.41054 -0.26721 -1.31544
H 1.21972 -1.87741 -0.03731
H -1.66816 1.54136 -1.09545
*
```

The lowest unoccupied orbital energy comes out at 0.616 eV. As for the SMILES: C=C(F)CC(=O)S. As for the strongest force on any atom: 0.04832 hartree/bohr. For the orbital gap, the calculation gives 10.558 eV. The energy above the lowest of the compared OMol25 structures with the same formula, charge and spin is 8.6 kcal per mole.


Here is C4H5FeO2 as an isolated structure in a non-equilibrium geometry from OMol25. Energies are from wB97M-V/def2-TZVPD.

The geometry in ORCA input format:
```
! wB97M-V def2-TZVPD RIJCOSX def2/J DEFGRID3
* xyz 1 5
Fe 5.07593 -1.60437 -1.93008
O 4.03153 -1.13271 -0.29741
O 0.34496 -1.78283 3.22813
C 3.73320 -2.31530 -0.62206
C 0.56616 -1.62281 -0.18597
C 0.70984 -1.26230 0.96329
C 0.72339 -0.75301 2.33833
H 1.73654 -0.38024 2.56602
H 3.26517 -2.94316 0.17191
H 0.37929 -1.91880 -1.20315
H 0.40682 -1.45218 4.12863
H 0.03391 0.10616 2.40358
*
```

The lowest unoccupied orbital energy (spin up / spin down) comes out at -6.571 / -6.685 eV. As for the strongest force on any atom: 0.04305 hartree/bohr. For the orbital gap (spin up / spin down), the calculation gives 6.215 / 6.100 eV. The energy above the lowest of the compared OMol25 structures with the same formula, charge and spin is 0.0 kcal per mole.


energy above the lowest of the compared OMol25 structures with the same formula, charge and spin of number 1 (C4H5F2NS)? 50.8 kcal per mole


The lowest strongest force on any atom belongs to which entry? C4H5F4O2S


Which value of strongest force on any atom does entry 1 give? 0.11968 hartree/bohr